# 1
C64H173N11O24 | ωB97M-V/def2-TZVPD

Atoms and positions in Å:
C 13.1539 6.7307 -0.1125
O 13.5839 8.0729 -0.0198
H 12.6139 6.4887 0.8117
H 12.5126 6.4724 -0.9498
H 14.0527 6.1050 -0.1135
H 14.3350 8.1839 0.5607
C 7.9301 -1.6090 1.9672
O 8.8317 -0.5457 1.7439
H 7.2090 -1.7357 1.1521
H 8.3906 -2.5911 2.0933
H 7.2960 -1.2722 2.7864
H 9.1423 -0.4976 0.8367
C 5.4093 0.3564 -1.7599
O 4.2101 1.0397 -1.3957
H 6.0398 0.3499 -0.8696
H 5.1427 -0.5972 -2.2267
H 5.9334 0.8265 -2.5966
H 3.6858 0.4462 -0.8234
C 4.2431 1.7937 4.9856
O 3.6279 0.5151 4.9342
H 5.2849 1.7542 5.3231
H 4.2171 2.2451 3.9932
H 3.6671 2.4126 5.6817
H 3.3994 0.2546 5.8292
C 2.6334 7.3153 -3.1681
O 2.8607 6.4879 -2.0442
H 1.7721 6.9781 -3.7446
H 2.3620 8.3283 -2.8457
H 3.4868 7.4151 -3.8419
H 3.8006 6.4663 -1.8064
C 1.5533 3.0474 -2.8938
O 1.0984 4.1886 -2.1865
H 2.4863 3.2086 -3.4374
H 1.7147 2.2814 -2.1368
H 0.8548 2.6568 -3.6354
H 1.8116 4.8242 -2.0431
C 17.8914 -0.1823 2.3604
O 17.0437 0.4027 1.4070
C 15.7391 0.5557 1.9406
C 14.8324 1.0044 0.7631
N 13.4478 1.1338 1.1992
C 12.6661 1.5571 0.0276
C 11.2294 1.8230 0.3878
O 10.5676 2.1272 -0.8527
C 9.3089 2.7000 -0.5643
H 17.7170 -1.2534 2.5292
H 17.9462 0.3612 3.3064
H 18.8865 -0.2133 1.9028
H 15.7041 1.2871 2.7547
H 15.3668 -0.3999 2.3312
H 15.0223 0.1670 0.0799
H 15.2807 1.9322 0.4159
H 13.1818 0.2635 1.6381
H 12.5639 0.6991 -0.6541
H 13.1082 2.3753 -0.5330
H 11.1652 2.6354 1.1176
H 10.7828 0.9185 0.8071
H 9.3451 3.6049 0.0568
H 8.6707 2.0316 0.0260
H 8.8152 3.0015 -1.4844
C 7.3312 8.3296 -4.3565
O 6.4076 8.2795 -5.4575
C 6.5702 9.3858 -6.3375
C 7.7678 9.3350 -7.2912
N 7.5869 8.1042 -8.1022
C 8.6252 8.0749 -9.1081
C 8.7675 6.8084 -9.9131
O 9.6162 5.8955 -9.1889
C 9.4553 4.5443 -9.5523
H 7.1164 9.1399 -3.6605
H 8.3401 8.5163 -4.7437
H 7.4655 7.3237 -3.9623
H 6.4703 10.3355 -5.7993
H 5.6653 9.3917 -6.9483
H 8.7582 9.3308 -6.8253
H 7.7212 10.1739 -7.9903
H 7.7946 7.3923 -7.3978
H 9.6642 8.2462 -8.7829
H 8.4303 8.8333 -9.8750
H 9.2275 6.9360 -10.9008
H 7.8419 6.3081 -10.2270
H 9.3184 4.4026 -10.6313
H 8.4717 4.1755 -9.2211
H 10.2534 3.9724 -9.0923
C 9.4423 6.7730 -1.2374
O 8.1722 6.3620 -0.7925
C 7.2122 7.2940 -0.2811
C 6.1139 6.5049 0.3755
N 5.3628 5.6887 -0.5888
C 4.8790 4.4697 0.0821
C 6.0128 3.5075 0.5051
O 5.8130 3.1655 1.8724
C 6.9414 2.4951 2.4002
H 9.9503 7.3104 -0.4300
H 9.2392 7.5415 -2.0019
H 9.9639 5.9590 -1.7342
H 6.8617 7.9377 -1.0871
H 7.6299 7.8839 0.5400
H 5.5248 7.1094 1.0673
H 6.5333 5.8101 1.1171
H 5.9751 5.4330 -1.3537
H 4.2423 3.9346 -0.6259
H 4.2555 4.6947 0.9474
H 6.9859 3.9919 0.3875
H 5.8601 2.6460 -0.1525
H 7.8768 3.0339 2.2292
H 7.0837 1.4342 2.1610
H 6.6751 2.4304 3.4593
C 8.9608 -2.8389 10.5099
O 9.1287 -2.2174 9.2839
C 8.8715 -3.0484 8.1847
C 9.3214 -2.4567 6.8754
N 8.4439 -1.3597 6.4586
C 8.9712 -0.5917 5.3399
C 8.0615 0.5690 4.9632
O 8.0727 1.7024 5.7884
C 9.1118 2.6047 5.5840
H 9.6305 -3.7095 10.6292
H 7.9774 -3.3335 10.5591
H 9.1080 -2.2266 11.3950
H 7.8396 -3.4042 8.0974
H 9.4803 -3.9563 8.3101
H 9.3529 -3.1962 6.0746
H 10.3441 -2.0676 6.9895
H 8.3891 -0.6761 7.2118
H 8.9886 -1.2852 4.4964
H 9.9501 -0.1416 5.5663
H 7.0341 0.2212 4.8288
H 8.3777 0.7996 3.9360
H 10.1263 2.2216 5.7422
H 8.9892 3.4500 6.2618
H 9.1237 3.0471 4.5783
C 0.4921 5.6646 6.2946
O -0.2079 6.6749 5.5992
C -0.3320 6.3655 4.2145
C -0.8404 7.5668 3.4316
N -0.9304 7.3485 1.9831
C 0.4028 7.2318 1.3216
C 1.3108 8.3918 1.6935
O 2.1915 8.1844 2.7980
C 3.1331 7.1422 2.6224
H 0.7315 6.0710 7.2764
H 1.3963 5.3788 5.7510
H -0.1632 4.7970 6.4418
H -1.0762 5.5605 4.2335
H 0.6429 6.1736 3.7560
H -0.2416 8.4182 3.7584
H -1.8324 7.8315 3.8127
H -1.2737 6.3915 1.9055
H 0.2471 7.2680 0.2435
H 0.9402 6.3030 1.5393
H 0.7881 9.3068 1.9627
H 1.9488 8.5972 0.8235
H 3.3498 7.1142 1.5504
H 2.7649 6.2138 3.0710
H 4.0724 7.3086 3.1555
C 3.6399 -5.7512 3.2636
O 3.6476 -4.4139 3.6794
C 4.1196 -3.5927 2.6121
C 4.3506 -2.1418 2.9909
N 4.4821 -1.4092 1.7226
C 4.4726 0.0282 1.9362
C 2.9967 0.4583 1.8210
O 2.4488 0.1679 0.5456
C 1.1922 0.7829 0.3114
H 4.5096 -6.1497 2.7334
H 2.7661 -5.9862 2.6413
H 3.5150 -6.4168 4.1211
H 3.2829 -3.6065 1.8961
H 4.9654 -3.9768 2.0343
H 5.2607 -2.0793 3.5891
H 3.5007 -1.8140 3.5943
H 3.7760 -1.7215 1.0712
H 4.9782 0.6894 1.2240
H 4.9003 0.2049 2.9190
H 2.8595 1.5256 2.0304
H 2.4050 -0.0732 2.5730
H 1.2054 1.8200 0.6622
H 0.4746 0.2750 0.9637
H 0.8598 0.7896 -0.7203
C 13.4657 8.9580 5.5906
O 12.6396 7.9695 4.9785
C 12.1759 8.3428 3.6942
C 11.2213 7.2867 3.1948
N 9.9645 7.2519 3.9632
C 9.2353 6.0699 3.5060
C 7.9264 5.7408 4.2507
O 6.9010 6.6440 3.8320
C 6.9778 7.9381 4.4307
H 14.2351 9.2959 4.8998
H 13.8566 8.4893 6.4917
H 12.8512 9.7752 5.9781
H 12.9783 8.4808 2.9601
H 11.6499 9.3016 3.7642
H 11.7205 6.3214 3.0434
H 10.9283 7.6106 2.1881
H 10.2932 7.1129 4.9174
H 9.8891 5.1950 3.6486
H 8.9538 6.1833 2.4580
H 8.0628 5.4540 5.2961
H 7.5999 4.8157 3.7678
H 7.9125 8.4465 4.1879
H 6.8754 7.8446 5.5136
H 6.1942 8.4823 3.9025
C 5.5102 12.5058 2.8955
C 5.6980 11.1132 2.3803
C 5.0484 10.9414 1.0042
O 5.3018 9.6742 0.4123
C 4.5557 9.5097 -0.7572
N 7.1290 10.7980 2.3359
H 5.8472 13.2407 2.1566
H 6.0302 12.6553 3.8388
H 4.4470 12.6921 3.0769
H 5.1647 10.5167 3.1269
H 5.3545 11.7273 0.3028
H 3.9713 11.1127 1.1312
H 4.7268 8.5211 -1.1942
H 4.8375 10.2325 -1.5320
H 3.4733 9.4822 -0.5819
H 7.2237 9.7892 2.2387
H 7.5638 11.1398 1.4763
C 9.9138 10.3714 -0.6494
C 9.2597 11.6802 -1.0707
C 8.3829 11.6259 -2.3279
O 9.1287 10.9958 -3.3421
C 9.1150 11.4792 -4.6568
N 8.6571 12.3011 0.0793
H 10.3502 9.8489 -1.4977
H 9.1914 9.7475 -0.1174
H 10.6923 10.6102 0.0784
H 10.0411 12.3681 -1.4378
H 8.1150 12.6243 -2.6890
H 7.4691 11.0484 -2.1355
H 9.5537 12.4840 -4.6132
H 8.1203 11.3130 -5.0727
H 9.8222 10.9555 -5.3043
H 8.0245 13.0729 -0.0511
H 9.2212 12.3903 0.9063
C 3.8121 3.5088 -5.6917
C 4.8462 4.5664 -5.2858
C 6.2714 3.9859 -5.4884
O 7.2582 4.8113 -4.8895
C 7.5132 4.4858 -3.5229
N 4.6461 5.7883 -6.0365
H 2.8236 3.7832 -5.3274
H 4.0814 2.6234 -5.1042
H 3.8236 3.2789 -6.7563
H 4.6815 4.6355 -4.2052
H 6.5387 3.9704 -6.5498
H 6.2909 2.9386 -5.1628
H 7.9590 3.4977 -3.4218
H 6.5771 4.5212 -2.9576
H 8.0952 5.3263 -3.1540
H 5.3914 6.4220 -5.7278
H 4.9250 5.6656 -7.0083
C 11.1497 4.7726 -5.7149
C 10.4751 6.1383 -5.5429
C 11.3131 7.2769 -6.1521
O 12.4617 7.6078 -5.3890
C 13.5514 7.9367 -6.2012
N 9.2005 6.1806 -6.2761
H 11.8912 4.7512 -4.9042
H 11.6913 4.6013 -6.6445
H 10.4850 3.9334 -5.5064
H 10.4105 6.3952 -4.4825
H 10.6391 8.1425 -6.1996
H 11.5156 7.0724 -7.2094
H 14.2953 8.4502 -5.5883
H 13.3269 8.5711 -7.0662
H 14.0553 7.0474 -6.6065
H 8.6132 5.4044 -5.9708
H 9.3995 6.2720 -7.2658

Atoms 1-2, force components in eV/Å:
C 1.006 -0.597 1.742
O -0.825 0.921 -1.060

Values from the calculation:
HOMO-LUMO gap in eV: 8.98
Max |F| in eV/Å: 2.6
E_LUMO in eV: 0.41

---

# 2
B5CuH20 | ωB97M-V/def2-TZVPD

Atoms and positions in Å:
Cu 0.1523 0.0097 0.0624
B 2.3796 -0.3740 -0.1163
H 1.7910 -1.4131 -0.0399
H 2.0928 0.3489 0.8070
H 3.5750 -0.5472 -0.0669
H 2.1163 0.1454 -1.1655
B -0.4697 -2.5355 0.6674
H -1.3360 -3.3857 0.5789
H -0.4694 -1.9467 -0.3853
H -0.5685 -1.8565 1.6440
H 0.6050 -3.0947 0.7380
B -0.4997 0.8902 2.3821
H 0.3673 1.2911 1.6687
H -0.0307 0.0658 3.1348
H -1.1158 1.7602 2.9644
H -1.3130 0.2915 1.7229
B 0.3348 2.3401 -1.1790
H 0.3849 1.7291 -2.2143
H 1.3599 2.2736 -0.5625
H 0.0839 3.5093 -1.4267
H -0.6247 1.9253 -0.5730
B -1.7653 -0.2957 -1.7095
H -1.6815 -0.0101 -0.5337
H -2.5844 -1.1767 -1.8645
H -2.0578 0.7044 -2.3256
H -0.7264 -0.6486 -2.2078

Atoms 1-2, force components in eV/Å:
Cu -1.032 -0.078 -0.420
B 0.159 -0.233 -0.466

Values from the calculation:
<S²>: 0.753
Spin multiplicity: 2
HOMO-LUMO gap (alpha / beta) in eV: 6.99 / 6.99
Total charge: -3
Max |F| in eV/Å: 1.4
E_LUMO (alpha / beta) in eV: 8.03 / 8.03

---

# 3
C6H33NO10 | ωB97M-V/def2-TZVPD

Atoms and positions in Å:
C 2.1349 -2.7791 -1.2312
C 1.7838 -1.5517 -0.3693
N 0.7493 -0.8205 -1.1049
C 0.5371 0.5616 -0.6255
C 0.4070 1.4513 -1.9269
C 0.4844 2.9848 -1.8303
C -0.7459 0.6360 0.1804
O -1.0161 1.9413 0.6979
H 2.6531 -3.5489 -0.6586
H 2.6935 -2.4165 -2.0950
H 1.1990 -3.2124 -1.6135
H 1.4133 -1.9152 0.6184
H 2.7306 -1.0413 -0.1483
H -0.1218 -1.3463 -1.0772
H 1.4167 0.9779 -0.1616
H 1.2276 1.1953 -2.5953
H -0.5196 1.1115 -2.3818
H 1.3777 3.4160 -2.2718
H 0.3641 3.4281 -0.8340
H -0.3622 3.4330 -2.3619
H -1.6058 0.3387 -0.4172
H -0.7622 -0.1454 0.9592
H -0.1744 2.3665 0.9992
O -0.5777 -3.4903 1.9984
H -0.0823 -3.5628 1.1761
H -1.3574 -4.0019 1.7477
O -3.6508 1.7968 -1.2142
H -4.4901 1.5189 -0.8267
H -3.0973 1.8150 -0.4166
O -1.6106 -2.4739 -0.2626
H -2.3063 -1.8056 -0.2526
H -1.9121 -2.9347 -1.0662
O -2.8983 -0.7367 -2.1443
H -2.0495 -0.9492 -2.6194
H -2.9638 0.2265 -2.0480
O -0.6839 -1.7893 -3.4756
H -0.4707 -1.2947 -4.2719
H 0.1017 -1.5668 -2.9377
O 2.7780 1.1490 2.3656
H 3.4442 1.8346 2.5805
H 2.7890 0.4435 3.0349
O -0.5260 2.0608 3.8544
H -1.0324 1.5833 3.1862
H -0.3489 1.4429 4.5658
O 0.9680 -0.7278 3.6677
H 0.8444 -0.9777 2.7441
H 0.3437 -1.2682 4.1474
O 1.0119 3.2134 2.0196
H 0.2711 2.9709 2.6196
H 1.6419 2.4589 2.0769

Atoms 1-2, force components in eV/Å:
C -0.638 0.317 0.228
C -0.377 -1.641 0.104

Values from the calculation:
HOMO-LUMO gap in eV: 9.19
Structure (SMILES): CCN[C@@H](CC)CO.O.O.O.O.O.O.O.O.O
Max |F| in eV/Å: 2.7
E_LUMO in eV: 0.25

---

# 4
C19H19NO7S | ωB97M-V/def2-TZVPD

Atoms and positions in Å:
C -4.7554 -4.4534 -0.4718
C -4.8539 -3.2733 0.4809
O -3.7119 -2.4381 0.3137
C -3.9011 -1.1115 0.2207
O -4.9856 -0.5790 0.2971
C -2.6216 -0.4478 0.0168
S -1.2073 -1.4640 -0.1478
C -0.2360 -0.0702 -0.3314
N 1.1110 -0.1618 -0.5237
C 1.7493 -1.3645 -0.4645
O 1.1436 -2.4100 -0.3671
C 3.2354 -1.2789 -0.6286
C 3.7914 -1.3435 -1.8974
C 5.1676 -1.3236 -2.0543
C 5.9968 -1.2488 -0.9461
C 5.4530 -1.1902 0.3233
C 4.0711 -1.2019 0.4892
C 3.4493 -1.1137 1.8294
O 2.2838 -0.8669 2.0206
O 4.3108 -1.3203 2.8318
C -0.9503 1.1230 -0.2636
C -0.2488 2.3969 -0.3728
O 0.9566 2.4857 -0.5579
O -1.0390 3.4656 -0.2606
C -0.4139 4.7460 -0.3213
C 0.1592 5.1486 1.0303
C -2.3423 0.8948 -0.0600
C -3.3656 1.9680 0.0566
H -3.8298 -4.9946 -0.2951
H -4.7639 -4.1079 -1.5024
H -5.5971 -5.1219 -0.3142
H -5.7543 -2.6785 0.2921
H -4.8651 -3.6162 1.5216
H 1.5921 0.7409 -0.5623
H 3.1443 -1.4151 -2.7585
H 5.5935 -1.3706 -3.0453
H 7.0686 -1.2373 -1.0732
H 6.0865 -1.1315 1.1942
H 3.8473 -1.2571 3.6819
H 0.3790 4.7220 -1.0763
H -1.2053 5.4310 -0.6327
H 0.5729 6.1510 0.9674
H -0.6196 5.1314 1.7889
H 0.9485 4.4587 1.3186
H -4.3484 1.5290 0.1941
H -3.3631 2.5845 -0.8401
H -3.1322 2.6150 0.8998

Atoms 1-2, force components in eV/Å:
C 0.161 0.377 0.219
C -0.602 -0.236 -0.016

Values from the calculation:
HOMO-LUMO gap in eV: 8.36
Structure (SMILES): CCOC(=O)c1sc(NC(=O)c2ccccc2C(=O)O)c(C(=O)OCC)c1C
Max |F| in eV/Å: 0.7
E_LUMO in eV: 0.14